1.
# C23H17N3O3

A molecular structure, C23H17N3O3 in a non-equilibrium geometry (ωB97M-V/def2-TZVPD, the Open Molecules 2025 dataset).

Atoms and positions in Å:
O 6.386 1.048 0.666
C 5.248 0.486 0.738
O 5.106 -0.657 1.371
H 6.088 -0.782 1.871
C 4.136 1.061 0.090
C 3.082 0.067 0.125
C 2.004 0.346 -0.486
C 1.795 1.719 -1.438
C 2.993 2.468 -1.544
C 4.098 2.036 -0.757
H 5.015 2.525 -1.068
H 3.006 3.350 -2.231
N 0.707 2.218 -1.946
C -0.691 1.783 -1.989
O -1.433 2.559 -2.702
C -1.020 0.898 -0.784
C -1.462 1.460 0.589
N -1.877 0.338 1.183
N -2.038 -0.718 0.327
C -1.373 -0.525 -0.806
C -1.185 -1.317 -1.861
C -0.743 -1.226 -3.205
C -0.673 -2.137 -4.160
C -0.711 -3.551 -3.757
C -1.257 -3.573 -2.671
C -1.437 -2.767 -1.485
H -1.576 -2.948 -0.318
H -1.353 -4.810 -2.322
H -0.524 -4.224 -4.453
H -0.392 -1.818 -5.015
H -0.823 -0.019 -3.510
C -2.423 0.483 2.410
C -2.691 1.482 3.147
C -3.077 1.507 4.556
C -3.338 0.231 5.085
C -3.263 -1.068 4.162
C -2.761 -0.732 2.971
H -2.457 -2.027 2.498
H -3.366 -1.946 4.715
H -3.675 0.030 5.922
H -3.317 2.216 5.164
H -2.308 2.257 2.683
H -1.330 2.444 0.827
H 0.993 2.787 -2.670
H 1.036 -0.139 -0.672
H 2.881 -0.814 0.751

Force components x, y, z for each atom (eV/Å):
O -2.5370 -1.6376 0.6528
C 6.3572 3.2497 -0.4044
O 3.5971 -1.1588 2.6838
H -3.7369 0.4951 -2.1228
C -1.8948 -5.9065 2.3246
C 0.5255 0.2108 2.1549
C -7.1086 4.7978 -6.6322
C 6.1946 -3.1211 5.0017
C -1.6289 -1.3794 0.1978
C 0.5686 4.1941 -4.1728
H 0.2151 0.1831 0.8244
H 0.3729 -0.7823 0.8247
N -4.6369 -1.8165 -0.9045
C 0.2390 4.9289 -0.1625
O 2.3713 -4.2232 2.7591
C -2.1204 1.5968 1.7434
C 2.7478 -4.8824 -8.0160
N 0.3773 2.4967 -3.5666
N 0.5032 -1.9865 1.8519
C -0.6618 9.3100 4.1021
C -0.2068 -10.4826 -1.8966
C -2.1487 7.7717 1.3971
C 0.4380 -4.1962 4.5980
C 2.1249 8.3292 -7.6062
C -4.3331 -8.8662 14.5494
C 1.1319 4.2331 -1.7027
H -0.0975 -0.4176 -3.1585
H -0.1788 3.0915 -0.5846
H 0.7228 -3.4816 -2.5461
H 1.6931 1.8154 -6.1334
H 0.7643 -3.2554 0.1442
C -1.6069 -7.9805 0.6581
C -1.0118 3.3564 5.0957
C 0.5643 -8.3637 -4.0965
C 2.5789 -0.2456 -10.7211
C 0.6148 7.5619 3.2445
C 0.6638 -9.2536 -0.8235
H -0.7078 4.6073 0.3182
H -0.2407 -1.6064 -0.1142
H -2.9979 -1.1832 8.3929
H -0.8040 5.1377 2.8868
H 1.0212 5.1874 -1.4341
H 0.0930 2.0743 1.4028
H -0.4011 2.0595 -2.0071
H 1.0899 -0.7897 1.0626
H 1.4897 0.3281 -0.0654

The value obtained for the LUMO energy is -0.5 eV. Its HOMO-LUMO gap is 7.81 eV.


2.
# C23H18AsNO3PdS6

A molecular structure, C23H18AsNO3PdS6 in a non-equilibrium geometry (ωB97M-V/def2-TZVPD, the Open Molecules 2025 dataset).

Atoms and positions in Å:
Pd 0.404 0.300 -0.249
O -3.523 -2.165 4.909
C -2.847 -1.814 3.984
S -3.183 -2.222 2.296
C -1.814 -1.404 1.576
C -0.947 -0.751 2.486
S 0.452 0.124 2.141
S -1.357 -0.866 4.175
S -1.689 -1.481 -0.088
C 4.483 1.529 0.674
O 3.346 0.728 0.328
C 3.537 -0.577 0.108
S 4.987 -1.336 0.149
S 2.064 -1.408 -0.296
H 4.074 2.524 0.834
H 5.207 1.532 -0.138
H 4.959 1.149 1.575
C 1.027 6.115 -0.422
C 1.497 5.093 0.392
C 0.793 3.901 0.485
C -0.400 3.736 -0.219
C -0.862 4.755 -1.044
C -0.146 5.943 -1.143
As -1.275 2.020 -0.065
C -2.279 2.082 1.566
C -3.485 1.397 1.655
C -4.171 1.367 2.864
C -3.653 2.021 3.972
C -2.445 2.702 3.880
C -1.751 2.727 2.679
C -2.642 2.039 -1.414
C -2.594 1.141 -2.472
C -3.588 1.160 -3.443
C -4.631 2.070 -3.351
C -4.689 2.961 -2.285
C -3.699 2.943 -1.315
H 1.581 7.042 -0.503
H 2.419 5.219 0.947
H 1.185 3.093 1.093
H -1.768 4.631 -1.619
H -0.506 6.733 -1.790
H -3.886 0.870 0.797
H -5.107 0.828 2.936
H -4.186 1.993 4.914
H -2.035 3.205 4.747
H -0.810 3.255 2.616
H -1.797 0.413 -2.540
H -3.549 0.454 -4.262
H -5.407 2.080 -4.106
H -5.507 3.666 -2.207
H -3.759 3.624 -0.474
O 1.569 1.348 -2.386
N 0.775 0.557 -2.162

Force components x, y, z for each atom (eV/Å):
Pd 0.0782 -0.7820 1.1566
O -0.0083 0.1357 -0.0747
C 0.0460 -0.2109 0.1086
S -0.0091 0.0382 0.0934
C 0.2211 0.1769 0.2751
C -0.2565 -0.1936 -0.2449
S 0.1529 0.0818 -0.3127
S -0.0729 -0.0413 0.0009
S 0.0053 -0.0106 -0.1383
C -0.0941 0.0095 -0.0444
O 0.0048 0.1025 0.1181
C -0.1938 -0.0464 -0.2410
S -0.0601 -0.0127 0.0595
S -0.0074 0.1811 0.0543
H 0.0567 0.0135 0.0114
H 0.0067 -0.0070 -0.0107
H -0.0043 -0.0093 0.0269
C -0.0158 -0.0176 0.0017
C -0.0264 -0.0008 -0.0190
C 0.0120 0.0861 -0.0430
C 0.0744 0.0274 0.0477
C 0.0766 0.0811 0.0469
C 0.0008 -0.0247 0.0141
As 0.0975 0.0606 -0.2053
C -0.0614 0.0896 0.0765
C -0.0180 -0.0380 0.1549
C 0.0131 0.0268 -0.0514
C 0.0108 0.0243 0.0031
C -0.0171 -0.0230 -0.0068
C -0.1525 0.0553 0.0718
C -0.1098 0.0091 -0.0094
C -0.0630 0.0663 -0.0663
C 0.0047 0.0096 0.0315
C 0.0053 0.0050 0.0156
C 0.0395 -0.0453 -0.0217
C -0.0728 -0.0216 -0.0642
H -0.0121 -0.0197 0.0028
H -0.0096 -0.0016 -0.0052
H -0.0104 -0.0459 0.0122
H -0.0298 -0.0122 -0.0168
H 0.0051 -0.0137 0.0108
H 0.0121 0.0179 -0.0181
H 0.0194 0.0053 0.0043
H 0.0060 -0.0036 -0.0171
H -0.0172 -0.0065 -0.0082
H 0.0219 0.0036 -0.0134
H 0.0397 -0.0255 0.0246
H -0.0107 0.0201 0.0072
H 0.0091 0.0020 0.0075
H 0.0093 -0.0181 -0.0034
H 0.0165 0.0071 0.0223
O 0.1164 0.1159 -0.3465
N 0.1713 0.1792 -0.4779

The spin multiplicity is 3. The value obtained for the LUMO energy (spin up / spin down) is -1.1 / -2.0 eV. Its expectation value of S² is 2.056. Its HOMO-LUMO gap (spin up / spin down) is 6.30 / 6.05 eV.


3.
# C23H18BrN7O5Zr

A molecular structure, C23H18BrN7O5Zr (ωB97M-V/def2-TZVPD, the Open Molecules 2025 dataset).

Atoms and positions in Å:
Zr 0.577 0.415 -1.859
O 2.099 4.698 -5.852
C 1.011 5.054 -5.190
O 0.462 6.105 -5.339
C 0.419 4.083 -4.200
C -0.729 4.405 -3.489
N -1.025 3.370 -2.700
N -0.140 2.371 -2.830
C 0.751 2.811 -3.747
C 1.903 1.913 -4.047
O 2.747 2.146 -4.854
O 1.869 0.805 -3.272
H 2.420 3.807 -5.621
H -1.322 5.305 -3.525
H -1.792 3.302 -2.049
Br -3.291 0.777 6.931
C -1.627 0.051 6.436
C -1.552 -0.796 5.338
C -0.324 -1.313 4.963
C 0.812 -0.994 5.697
C 0.721 -0.204 6.834
C -0.500 0.348 7.189
N 2.093 -1.566 5.392
N 2.564 -1.506 4.253
C 1.989 -0.738 3.201
C 1.793 0.618 3.280
C 1.411 1.374 2.153
C 1.217 0.747 0.958
O 0.853 1.372 -0.215
C 1.432 -0.636 0.842
N 1.239 -1.190 -0.408
C 1.476 -2.492 -0.562
C 1.913 -3.308 0.478
C 2.099 -2.764 1.730
C 1.842 -1.397 1.946
H -2.450 -1.058 4.796
H -0.257 -1.996 4.125
H 1.606 -0.021 7.428
H -0.581 0.984 8.058
H 1.943 1.121 4.226
H 1.271 2.444 2.232
H 1.328 -2.902 -1.554
H 2.113 -4.352 0.286
H 2.456 -3.373 2.552
C -3.578 -3.221 -2.647
N -2.773 -2.331 -3.511
C -3.011 -2.373 -4.972
C -1.879 -1.568 -3.016
N -1.056 -0.865 -2.569
H -4.630 -2.987 -2.795
H -3.311 -3.065 -1.606
H -3.383 -4.254 -2.930
H -4.049 -2.108 -5.160
H -2.812 -3.381 -5.329
H -2.354 -1.668 -5.473

Force components x, y, z for each atom (eV/Å):
Zr -0.0980 0.0390 -0.2674
O -0.0440 0.0056 0.0162
C 0.0009 0.0193 -0.0450
O 0.0095 -0.0027 0.0101
C -0.0266 0.0386 0.0376
C -0.0152 -0.0550 -0.0433
N 0.0085 0.0505 0.0389
N 0.1753 -0.0363 -0.1405
C -0.0287 -0.0526 0.0356
C 0.0180 0.0201 0.0304
O -0.0086 -0.0415 -0.0174
O -0.0072 0.0399 -0.0245
H 0.0444 -0.0128 0.0160
H -0.0020 -0.0001 -0.0003
H -0.0033 -0.0045 0.0135
Br -0.0361 0.0123 0.0038
C 0.0210 -0.0184 -0.0144
C 0.0150 0.0194 0.0257
C 0.0152 -0.0273 -0.0323
C 0.0546 -0.0401 -0.0134
C 0.0202 0.0117 0.0194
C 0.0136 -0.0088 -0.0061
N -0.0897 0.0772 -0.0504
N 0.0875 -0.1153 0.1586
C -0.0996 0.1401 -0.1550
C 0.0266 -0.0703 0.0338
C -0.0204 0.0247 -0.0154
C 0.0258 0.0010 0.0137
O -0.0604 -0.0735 0.2430
C -0.0718 -0.0686 -0.1565
N 0.1018 0.1508 0.1698
C 0.0333 -0.0512 -0.0323
C -0.0083 0.0528 0.0119
C -0.0050 -0.0017 -0.0221
C 0.0410 -0.0555 0.0841
H -0.0026 0.0039 0.0017
H -0.0095 0.0045 -0.0028
H -0.0069 0.0059 0.0058
H 0.0040 0.0009 0.0004
H -0.0065 0.0150 -0.0065
H 0.0004 -0.0027 0.0141
H 0.0017 -0.0029 0.0024
H -0.0031 0.0006 -0.0081
H -0.0017 0.0091 0.0044
C -0.0167 0.0016 0.0082
N 0.0102 -0.0144 -0.0094
C -0.0082 0.0068 0.0043
C 0.0076 0.0202 -0.0241
N -0.0709 -0.0250 0.0852
H -0.0007 0.0003 0.0008
H 0.0062 0.0011 -0.0011
H 0.0037 0.0038 -0.0020
H 0.0008 0.0020 -0.0044
H 0.0019 0.0012 0.0033
H 0.0029 0.0012 0.0018

The value obtained for the LUMO energy is -7.4 eV. As for the charge: +2. Its HOMO-LUMO gap is 5.43 eV.


4.
# C23H18Cl2N4O2SSeTeV

A molecular structure, C23H18Cl2N4O2SSeTeV (ωB97M-V/def2-TZVPD, the Open Molecules 2025 dataset).

Atoms and positions in Å:
V 0.661 0.625 0.358
Cl 0.626 0.307 2.851
C 2.318 0.597 3.299
C 2.619 0.495 4.639
C 3.933 0.726 5.025
C 4.888 1.050 4.077
C 4.542 1.141 2.738
Cl 5.772 1.544 1.596
C 3.231 0.914 2.299
S 2.843 1.021 0.582
H 1.855 0.241 5.359
H 4.208 0.654 6.068
H 5.913 1.234 4.366
C -0.461 -2.448 -1.718
Te 0.641 -2.133 0.076
C -1.190 -2.674 1.039
C -1.936 -3.492 0.011
C -2.966 -4.350 0.384
C -3.636 -5.094 -0.574
C -3.275 -4.987 -1.910
C -2.247 -4.138 -2.285
C -1.574 -3.385 -1.329
H 0.216 -2.853 -2.467
H -0.829 -1.481 -2.063
H -1.727 -1.767 1.320
H -0.973 -3.239 1.943
H -3.234 -4.443 1.429
H -4.428 -5.767 -0.277
H -3.788 -5.576 -2.658
H -1.960 -4.066 -3.327
Se -3.557 0.706 0.570
N -3.806 2.459 0.429
C -2.625 3.034 0.474
C -2.314 4.429 0.368
C -1.004 4.780 0.368
C 0.030 3.786 0.446
N -0.214 2.516 0.566
C -1.528 2.138 0.599
N -1.776 0.853 0.680
H -3.112 5.153 0.273
H -0.700 5.812 0.281
H 1.071 4.083 0.384
O -1.007 2.352 -2.067
C -0.077 1.680 -2.479
C 0.351 1.619 -3.935
C 1.581 0.725 -3.921
C 1.582 0.146 -2.522
O 2.229 -0.809 -2.140
N 0.696 0.837 -1.713
H 0.521 2.630 -4.299
H -0.476 1.205 -4.514
H 2.508 1.288 -4.045
H 1.589 -0.080 -4.652

Force components x, y, z for each atom (eV/Å):
V 0.1652 -0.1041 -0.3351
Cl 0.2311 0.0431 0.0256
C -0.3605 -0.0474 -0.0552
C 0.2087 0.0384 -0.0195
C -0.1076 -0.0194 0.0136
C -0.0100 -0.0046 -0.0147
C 0.0686 0.0185 -0.0471
Cl -0.0116 -0.0043 0.0303
C 0.0448 -0.0208 0.0696
S -0.1895 -0.0067 0.0034
H -0.0120 0.0004 0.0069
H 0.0038 0.0007 0.0044
H 0.0063 -0.0005 -0.0057
C 0.0013 0.0882 -0.0280
Te 0.1283 0.1165 -0.0771
C -0.0003 -0.0703 0.0436
C 0.0066 0.0214 0.0969
C -0.0031 0.0293 -0.0095
C -0.0071 0.0052 0.0519
C -0.0234 -0.0235 -0.0271
C -0.0058 0.0204 -0.0337
C 0.0022 -0.0177 -0.0628
H -0.0265 -0.0406 0.0165
H 0.0090 -0.0144 -0.0064
H 0.0087 -0.0048 0.0207
H -0.0210 -0.0227 -0.0139
H -0.0099 -0.0107 0.0066
H -0.0053 -0.0034 -0.0057
H 0.0032 0.0002 -0.0083
H 0.0110 0.0051 -0.0030
Se 0.1021 0.2793 -0.1414
N -0.0438 -0.2801 0.1774
C 0.0008 0.1136 -0.1035
C 0.0049 -0.0595 -0.0266
C 0.0652 -0.1341 0.0061
C -0.0799 0.1487 -0.0157
N -0.1438 0.2255 0.2163
C 0.2787 -0.1080 -0.0721
N -0.0735 -0.0825 -0.0762
H 0.0096 0.0234 0.0071
H -0.0282 0.0151 0.0009
H -0.0007 -0.0230 0.0149
O 0.0797 -0.0303 -0.0047
C -0.1917 0.0824 -0.1538
C -0.0150 0.0662 0.0128
C 0.0934 -0.0707 -0.0089
C -0.1435 -0.0959 0.1084
O 0.0338 -0.0424 0.0555
N -0.0675 0.0160 0.4140
H 0.0217 -0.0074 -0.0157
H 0.0120 -0.0130 0.0043
H 0.0092 -0.0142 -0.0166
H -0.0284 0.0193 -0.0198

The spin multiplicity is 3. The value obtained for the LUMO energy (spin up / spin down) is -4.6 / -4.6 eV. As for the charge: +1. Its expectation value of S² is 2.066. Its HOMO-LUMO gap (spin up / spin down) is 6.84 / 6.86 eV.


Q: Which relative energy (zero: lowest compared OMol25 entry of this formula, charge and spin) values were calculated for the entries above? A: 15.260 0.000 0.000 0.000, in eV.